# 1
{
  "formula": "C19H38Br4O7",
  "method": "ωB97M-V/def2-TZVPD",
  "lumo_energy_ev": 0.291,
  "mol_weight_g_mol": 698.12,
  "e_tot_ha": -11569.41964,
  "spin_multiplicity": 1,
  "orbital_gap_ev": 9.81,
  "homo_energy_ev": -9.520,
  "e_above_lowest_ev": 2.3778,
  "species": ["H", "C", "H", "H", "H", "C", "H", "C", "C", "C", "H", "H", "H", "C", "C", "H", "H", "H", "Br", "C", "H", "H", "H", "Br", "H", "H", "O", "C", "H", "H", "H", "H", "C", "O", "H", "H", "H", "H", "H", "H", "C", "H", "H", "H", "C", "H", "C", "H", "Br", "H", "C", "Br", "H", "O", "H", "H", "C", "C", "C", "H", "O", "H", "O", "C", "O", "H", "C", "O"],
  "xyz": [[-5.901, -1.679, -2.857], [4.332, -2.694, -6.781], [-3.888, -4.401, 2.962], [0.791, 4.524, -6.727], [4.394, 8.679, 3.081], [-3.981, -3.969, 7.243], [-7.197, -2.398, -1.812], [4.011, 4.486, 3.724], [-4.738, -2.783, 7.951], [3.424, -3.782, -7.381], [-2.924, -3.762, 7.072], [2.216, -0.362, -0.447], [0.117, -3.537, -5.082], [-6.972, -1.817, -2.706], [0.573, -1.432, 0.355], [2.575, -2.057, 0.060], [-0.193, -5.257, -4.849], [5.384, 3.596, 5.010], [-7.463, 0.405, -0.949], [0.580, -1.930, 1.787], [-5.467, -4.234, 3.667], [5.301, -2.511, -7.244], [0.105, -2.909, 1.726], [0.937, 4.710, -4.198], [1.614, -1.991, 2.128], [3.743, 2.856, 5.060], [-4.527, -4.133, 5.911], [3.565, 8.052, 3.410], [-5.520, -3.120, 8.631], [-0.444, -4.529, -6.476], [-8.641, -0.379, -3.065], [3.900, -1.694, -6.740], [0.337, 2.523, -5.911], [2.037, -6.034, -6.130], [4.007, -4.695, -7.262], [4.606, -2.947, -5.757], [-4.885, -5.868, 3.394], [1.702, -1.605, -1.428], [-4.038, -4.775, 7.974], [0.674, 1.796, -5.172], [1.583, -4.860, -6.089], [4.054, 4.490, 5.793], [2.171, 3.546, -5.885], [3.166, -3.672, -8.435], [4.311, 3.785, 5.003], [2.720, 8.601, 2.994], [3.525, 6.682, 2.784], [0.330, 2.096, -6.914], [-1.555, 2.906, -5.469], [4.306, 6.757, 2.027], [-4.575, -4.861, 3.672], [-7.582, -2.830, -4.343], [3.589, 7.997, 4.498], [2.256, -3.695, -6.425], [-0.007, -1.223, 2.374], [-5.033, -1.964, 7.295], [0.155, -4.513, -5.566], [-7.602, -0.412, -2.737], [1.836, -1.381, -0.369], [-4.142, -2.239, 8.684], [-0.389, -0.986, -0.180], [-7.096, 0.156, -3.518], [3.798, 5.811, 3.899], [1.126, 3.854, -5.935], [-3.366, -6.060, 5.346], [2.572, 6.544, 2.274], [-4.052, -5.037, 5.092], [4.090, 3.913, 2.672]],
  "lowdin_charge": [0.051, -0.091, 0.085, 0.062, 0.071, -0.168, 0.047, -0.549, -0.063, -0.152, 0.120, 0.099, 0.076, -0.636, -0.553, 0.080, 0.080, 0.096, 0.595, -0.009, 0.078, 0.071, 0.090, 0.578, 0.074, 0.093, -0.002, -0.081, 0.067, 0.084, 0.042, 0.069, -0.658, 0.045, 0.109, 0.077, 0.087, 0.087, 0.119, 0.053, -0.439, 0.084, 0.046, 0.117, 0.015, 0.073, -0.215, 0.052, 0.543, 0.122, 0.013, 0.542, 0.083, -0.059, 0.087, 0.073, 0.014, -0.699, -0.036, 0.065, 0.081, 0.058, -0.023, -0.676, 0.047, 0.125, -0.521, 0.106]
}

=====

# 2
{
  "formula": "C2H4N4",
  "method": "ωB97M-V/def2-TZVPD",
  "lumo_energy_ev": 1.169,
  "mol_weight_g_mol": 84.08,
  "e_tot_ha": -297.61466,
  "spin_multiplicity": 1,
  "orbital_gap_ev": 10.30,
  "homo_energy_ev": -9.135,
  "e_above_lowest_ev": 0.8066,
  "species": ["H", "N", "H", "C", "N", "N", "C", "H", "H", "N"],
  "xyz": [[-1.281, -1.627, -0.630], [1.231, -0.684, 0.943], [-0.717, 2.246, -0.270], [-0.239, 0.321, -0.132], [0.859, 0.535, 0.585], [0.483, -1.680, 0.515], [-0.476, -1.068, -0.172], [-0.898, 1.426, -1.683], [2.042, -0.832, 1.521], [-1.004, 1.363, -0.676]],
  "lowdin_charge": [0.099, -0.108, 0.079, -0.417, 0.094, 0.046, -0.104, 0.082, 0.150, 0.080]
}

=====

Copy entry 2 word for word.
{
  "formula": "C2H4N4",
  "method": "ωB97M-V/def2-TZVPD",
  "lumo_energy_ev": 1.169,
  "mol_weight_g_mol": 84.08,
  "e_tot_ha": -297.61466,
  "spin_multiplicity": 1,
  "orbital_gap_ev": 10.30,
  "homo_energy_ev": -9.135,
  "e_above_lowest_ev": 0.8066,
  "species": ["H", "N", "H", "C", "N", "N", "C", "H", "H", "N"],
  "xyz": [[-1.281, -1.627, -0.630], [1.231, -0.684, 0.943], [-0.717, 2.246, -0.270], [-0.239, 0.321, -0.132], [0.859, 0.535, 0.585], [0.483, -1.680, 0.515], [-0.476, -1.068, -0.172], [-0.898, 1.426, -1.683], [2.042, -0.832, 1.521], [-1.004, 1.363, -0.676]],
  "lowdin_charge": [0.099, -0.108, 0.079, -0.417, 0.094, 0.046, -0.104, 0.082, 0.150, 0.080]
}